1.
{"formula": "CHN4O2S", "method": "wB97M-V/def2-TZVPD", "molar_mass_g_mol": 133.11, "lumo_ev": 3.85, "total_charge": -1, "e_above_lowest_kcal_mol": 29.0, "species": ["C", "N", "N", "N", "N", "O", "O", "S", "H"], "positions_angstrom": [[0.90223, 1.48892, -0.83252], [0.83209, 1.83586, -1.93233], [-0.85037, -0.93591, -2.16130], [-0.81420, -0.54715, -1.09148], [-0.93432, -0.31930, 0.04614], [0.34388, 0.25288, 2.08220], [-0.57317, -2.04170, 2.21777], [0.20137, -1.03925, 1.45543], [0.89250, 1.30565, 0.21610]]}


2.
{"formula": "CHN5O2", "method": "wB97M-V/def2-TZVPD", "molar_mass_g_mol": 115.05, "lumo_ev": -0.67, "e_above_lowest_kcal_mol": 73.8, "smiles": "[H]/N=N/N(C#N)[N+](=O)[O-]", "species": ["H", "N", "N", "N", "C", "N", "N", "O", "O"], "positions_angstrom": [[-2.45418, -0.08864, 1.39149], [-1.70432, -0.35587, 0.81579], [-1.08584, 0.66082, 0.44628], [0.03868, 0.34620, -0.15092], [0.80017, 1.33821, -0.68385], [1.45512, 2.10654, -1.17434], [0.82834, -1.08268, -0.19831], [0.46014, -1.86816, 0.59142], [1.66189, -1.05641, -1.03755]]}


3.
{"formula": "CHNO2S", "method": "wB97M-V/def2-TZVPD", "molar_mass_g_mol": 91.09, "lumo_ev": [0.53, -1.34], "e_above_lowest_kcal_mol": 0.5, "multiplicity": 3, "species": ["C", "N", "O", "O", "S", "H"], "positions_angstrom": [[-3.15168, -1.15804, 2.19777], [-0.27824, 0.04976, -0.68751], [-3.16841, -1.01163, 3.33210], [-3.11715, -1.30519, 1.06250], [-0.92623, -1.30784, -0.34282], [0.57727, 0.27634, -0.17250]]}


4.
{"formula": "CHNO3", "method": "wB97M-V/def2-TZVPD", "molar_mass_g_mol": 75.02, "lumo_ev": -0.49, "e_above_lowest_kcal_mol": 2.1, "smiles": "O=C=O.N=O", "species": ["O", "C", "O", "N", "O", "H"], "positions_angstrom": [[1.99298, 0.58645, 0.47612], [1.72294, -0.47339, 0.16117], [1.50900, -1.51185, -0.28784], [-1.29249, 0.44887, -0.17426], [-1.92006, 0.08881, 0.77642], [-2.01236, 0.86112, -0.95162]]}


5.
{"formula": "CHNO3S", "method": "wB97M-V/def2-TZVPD", "molar_mass_g_mol": 107.09, "lumo_ev": -1.27, "e_above_lowest_kcal_mol": 1.3, "species": ["C", "N", "O", "O", "O", "S", "H"], "positions_angstrom": [[-1.37424, 0.58934, 0.49522], [-1.25325, -0.59611, 0.41648], [-1.47066, 1.70064, 0.78262], [2.50634, 0.78702, -0.13841], [1.08648, -0.86399, -1.20413], [1.70580, -0.39141, 0.00430], [-1.20046, -1.22550, -0.35607]]}


6.
{"formula": "CHNO3S", "method": "wB97M-V/def2-TZVPD", "molar_mass_g_mol": 107.09, "lumo_ev": -0.21, "e_above_lowest_kcal_mol": 36.5, "smiles": "O=S(=O)=O.C#N", "species": ["O", "S", "O", "O", "C", "N", "H"], "positions_angstrom": [[-0.88571, -1.59720, -1.59591], [-1.39843, -0.74373, -0.58538], [-1.35859, -1.13090, 0.77654], [-1.97254, 0.51211, -0.98358], [1.90522, 1.00689, 0.80213], [1.26521, 0.78505, -0.12999], [2.44484, 1.16778, 1.71619]]}


7.
{"formula": "CHNO3S", "method": "wB97M-V/def2-TZVPD", "molar_mass_g_mol": 107.09, "lumo_ev": -1.27, "e_above_lowest_kcal_mol": 1.0, "species": ["C", "N", "O", "O", "O", "S", "H"], "positions_angstrom": [[0.98845, -1.60636, -0.03414], [0.51463, -0.56200, -0.34782], [1.35764, -2.69437, 0.08882], [-5.18556, -0.20184, -0.50647], [-2.98936, 0.35511, 0.40054], [-3.99990, -0.63724, 0.17067], [0.43523, 0.35536, 0.02361]]}


8.
{"formula": "CHNO3S", "method": "wB97M-V/def2-TZVPD", "molar_mass_g_mol": 107.09, "lumo_ev": [0.66, -3.76], "e_above_lowest_kcal_mol": 77.0, "multiplicity": 3, "species": ["C", "N", "O", "O", "O", "S", "H"], "positions_angstrom": [[-1.22496, 0.08994, 0.05416], [0.60494, 0.12951, 0.60659], [-0.31463, 1.04534, 0.23529], [-0.28687, -0.90973, 0.29124], [1.66396, 0.18392, -0.51078], [-2.76875, 0.08298, -0.25174], [2.32632, -0.62197, -0.42476]]}


9.
{"formula": "CHNO4", "method": "wB97M-V/def2-TZVPD", "molar_mass_g_mol": 91.02, "lumo_ev": [-1.66, -1.66], "e_above_lowest_kcal_mol": 115.0, "smiles": "O=NC(=O)OO", "species": ["O", "N", "C", "O", "O", "O", "H"], "positions_angstrom": [[-1.28043, 2.09479, -0.22828], [-0.46785, 1.54588, 0.41124], [-0.32299, 0.18478, 0.56912], [-0.05604, -0.66460, 1.31265], [0.30805, -0.07325, -0.87902], [1.14471, -1.11534, -0.77314], [0.67455, -1.97227, -0.41257]]}


10.
{"formula": "CHNO5", "method": "wB97M-V/def2-TZVPD", "molar_mass_g_mol": 107.02, "lumo_ev": -0.09, "e_above_lowest_kcal_mol": 28.9, "smiles": "O=C=O.O=NOO", "species": ["O", "C", "O", "O", "N", "O", "O", "H"], "positions_angstrom": [[-2.21341, -1.23340, -0.53475], [-1.84805, -0.65636, 0.38070], [-1.50155, -0.08176, 1.30950], [1.41839, 1.68267, 0.15738], [0.50929, 1.32234, -0.53263], [0.37236, 0.06932, -0.78645], [1.32404, -0.84801, -0.24027], [1.93892, -0.25481, 0.24652]]}


11.
{"formula": "CHNO6S", "method": "wB97M-V/def2-TZVPD", "molar_mass_g_mol": 155.09, "lumo_ev": 6.80, "total_charge": -2, "e_above_lowest_kcal_mol": 7.1, "species": ["C", "N", "O", "O", "O", "O", "O", "O", "S", "H"], "positions_angstrom": [[1.55063, -0.66265, -0.07473], [-0.07150, -0.17454, 0.82880], [1.34165, -1.47920, -0.95071], [-1.52014, 0.43082, -1.14081], [2.46814, -0.27105, 0.59386], [-1.39768, 2.04056, 0.84146], [0.39547, 1.81348, -0.71808], [-0.98928, -1.24341, 0.80670], [-0.72071, 1.08491, -0.08876], [-1.05658, -1.53892, -0.09773]]}


12.
{"formula": "CHNOP2S", "method": "wB97M-V/def2-TZVPD", "molar_mass_g_mol": 137.04, "lumo_ev": -1.31, "e_above_lowest_kcal_mol": 0.0, "species": ["C", "N", "O", "P", "P", "S", "H"], "positions_angstrom": [[-0.19698, -0.50290, 0.78449], [0.92705, 0.57071, -1.46240], [0.65519, 0.47441, 1.29445], [-1.64318, -0.08755, -0.19652], [-0.89386, 1.11870, -1.64875], [1.35047, -0.09547, -0.17471], [-0.19870, -1.47790, 1.40344]]}


13.
{"formula": "CHNOS", "method": "wB97M-V/def2-TZVPD", "molar_mass_g_mol": 75.09, "lumo_ev": -0.29, "e_above_lowest_kcal_mol": 24.2, "smiles": "O=C1NS1", "species": ["O", "C", "N", "S", "H"], "positions_angstrom": [[1.15373, 1.46547, 0.10457], [0.51415, 0.31226, 0.07702], [-0.62229, -0.21162, -0.39072], [0.60975, -1.32744, 0.16799], [-1.65534, -0.23867, 0.04113]]}


14.
{"formula": "CHNOS2", "method": "wB97M-V/def2-TZVPD", "molar_mass_g_mol": 107.16, "lumo_ev": -0.41, "e_above_lowest_kcal_mol": 37.6, "smiles": "O=Cn1ss1", "species": ["O", "C", "N", "S", "S", "H"], "positions_angstrom": [[-0.82645, 1.23165, -0.76226], [-0.94606, 0.32434, -0.05580], [0.45103, -0.42845, 0.61192], [1.34510, -1.42391, -0.42461], [1.92880, 0.42148, 0.29486], [-1.95242, -0.12511, 0.33590]]}


15.
{"formula": "CHNP2S2", "method": "wB97M-V/def2-TZVPD", "molar_mass_g_mol": 153.11, "lumo_ev": [-0.99, -3.09], "e_above_lowest_kcal_mol": 0.0, "multiplicity": 3, "species": ["C", "N", "P", "P", "S", "S", "H"], "positions_angstrom": [[-0.62081, 0.11067, -0.29693], [-1.10203, 0.43358, -1.52061], [-1.57174, -0.33038, 1.10362], [1.12103, 0.34958, 0.25924], [0.05073, 0.00994, 2.43815], [2.40153, -1.14790, 0.12084], [-0.27872, 0.57451, -2.10431]]}


16.
{"formula": "CHO2S2", "method": "wB97M-V/def2-TZVPD", "molar_mass_g_mol": 109.15, "lumo_ev": [2.56, 2.56], "total_charge": -1, "e_above_lowest_kcal_mol": 112.0, "species": ["C", "O", "O", "S", "S", "H"], "positions_angstrom": [[-0.70564, 0.78078, 0.00977], [2.01975, -0.03963, 0.25118], [-1.18494, -1.63936, -0.55823], [-0.33225, 2.24383, 0.35351], [-1.80030, -0.40512, -0.10705], [2.00338, -0.94049, 0.05082]]}


17.
{"formula": "CHO2Tb", "method": "wB97M-V/def2-TZVPD", "molar_mass_g_mol": 203.94, "lumo_ev": [-4.47, -5.79], "total_charge": 1, "e_above_lowest_kcal_mol": 34.4, "multiplicity": 8, "species": ["H", "O", "C", "O", "Tb"], "positions_angstrom": [[1.92568, 0.11976, 0.93501], [0.85427, 0.72656, 0.72198], [0.66656, -0.57720, 0.99153], [-0.04575, -1.11004, 0.10810], [-1.00924, 0.81199, -0.74297]]}


18.
{"formula": "CHO3PS2", "method": "wB97M-V/def2-TZVPD", "molar_mass_g_mol": 156.12, "lumo_ev": -1.33, "e_above_lowest_kcal_mol": 14.1, "species": ["C", "O", "O", "O", "P", "S", "S", "H"], "positions_angstrom": [[-2.33175, -1.41332, 0.59049], [-3.38100, -1.76989, 0.41611], [-1.28114, -1.05623, 0.97178], [0.87818, 1.75120, -0.80102], [1.31278, 0.32631, -0.18841], [2.50436, 0.56273, 1.33174], [1.01477, -1.04992, -1.52287], [1.28381, 2.64913, -0.79783]]}


19.
{"formula": "CHO4", "method": "wB97M-V/def2-TZVPD", "molar_mass_g_mol": 77.02, "lumo_ev": [-10.71, -10.68], "total_charge": 1, "e_above_lowest_kcal_mol": 55.5, "species": ["C", "O", "O", "O", "O", "H"], "positions_angstrom": [[0.09301, -1.06342, -0.35771], [-0.29993, -0.03268, -0.65798], [1.74667, -1.31311, 2.11898], [2.55710, -1.32194, 2.84686], [0.81097, -1.94573, -0.32812], [2.62077, -1.61575, 3.74274]]}


20.
{"formula": "CHOS", "method": "wB97M-V/def2-TZVPD", "molar_mass_g_mol": 61.09, "lumo_ev": 4.15, "total_charge": -1, "e_above_lowest_kcal_mol": 19.4, "species": ["C", "O", "S", "H"], "positions_angstrom": [[-1.13684, 0.65950, 0.11769], [-1.64488, -0.39239, 0.02049], [2.09678, -0.23866, -0.04770], [0.68495, -0.02845, -0.09047]]}